This record from the Open Molecules 2025 dataset describes 2 unconnected molecules or ions with the total composition C3H12N2OS in a non-equilibrium geometry. The level of theory is wB97M-V/def2-TZVPD.

The geometry in XYZ format:
```
19
Properties=species:S:1:pos:R:3:forces:R:3:mulliken_charge:R:1
N 2.2326 0.2329 -1.1214 -0.36 -0.49 -0.43 -0.5369
C 0.9513 0.2475 -1.8710 -0.61 -0.02 0.81 -0.4639
N -0.0299 -0.5000 -1.0942 -0.09 0.46 0.86 -0.1945
C -1.1156 0.2675 -0.4783 0.60 0.31 -0.42 -0.7224
C -1.5773 -0.2753 0.8523 -0.02 -1.61 -0.43 -0.6828
S -2.6173 0.9243 1.7186 0.35 -0.40 0.51 -0.2377
H 2.1799 -0.6078 -0.5489 0.36 0.11 -0.27 0.2179
H 3.0420 0.1945 -1.7329 -0.05 -0.09 0.11 0.2030
H 0.6356 1.2854 -1.8706 -0.23 0.21 -0.26 0.2565
H 0.9330 -0.0756 -2.9185 0.62 -0.25 0.14 0.3344
H -0.3594 -1.3878 -1.4224 0.24 -0.10 -0.56 0.1941
H -0.7064 1.2561 -0.2490 -0.13 0.08 -0.36 0.4059
H -1.9344 0.3547 -1.2003 -0.26 0.34 0.28 0.3086
H -2.1265 -1.2185 0.7246 -0.26 0.29 -0.18 0.3815
H -0.7062 -0.6257 1.4099 -0.08 0.62 0.20 0.4251
H -2.4825 0.2392 2.8750 -0.27 0.39 -0.09 0.1334
O 1.1516 -0.3109 2.6672 0.17 0.54 -0.79 -0.6764
H 1.8441 -0.4407 1.9997 -0.03 -0.21 0.37 0.3191
H 0.6853 0.4403 2.2600 0.04 -0.19 0.51 0.3351
```
Forces are in eV/Å.

- Relative energy (zero: lowest compared OMol25 entry of this formula, charge and spin): 22.4 kcal/mol
- Molar mass: 124.21 g/mol
- LUMO level: 0.917 eV
- HOMO energy: -8.98 eV

***

This record from the Open Molecules 2025 dataset describes 4 unconnected molecules or ions with the total composition C24H38FN3O12S4 in a non-equilibrium geometry. The level of theory is wB97M-V/def2-TZVPD.

The geometry in XYZ format:
```
82
Properties=species:S:1:pos:R:3:forces:R:3:mulliken_charge:R:1
C 6.8008 4.1848 1.3076 -0.38 -0.04 0.03 -1.0967
C 5.6231 4.8898 2.0940 -0.03 -0.82 0.84 -0.1006
S 5.2706 6.5971 1.4606 -0.06 -0.15 -0.13 -0.1499
C 3.7539 7.2444 2.3494 -0.70 -1.60 0.05 -0.8503
C 2.7882 6.0192 2.5110 -1.61 -1.73 0.78 0.1396
C 2.1335 5.4730 1.2723 -1.18 -1.55 1.61 -0.6933
C 1.2238 4.3171 1.3475 1.63 1.43 1.53 0.5020
C 0.5761 3.8813 0.0132 0.13 1.63 -0.25 0.1139
O 0.3311 4.7572 -0.7918 0.43 -1.18 0.71 -0.4741
N 0.2823 2.5111 -0.3750 0.37 -0.78 -0.27 -0.0092
C 1.3456 1.9036 -1.1144 0.55 0.13 0.69 0.5139
O 2.4840 2.2224 -0.9545 -0.70 -0.44 -0.96 -0.4117
F 1.0080 0.8906 -2.0052 -0.11 1.63 1.63 -0.2628
C 0.9506 3.6621 2.6838 0.28 0.44 -0.78 0.4958
N 0.0574 2.5882 2.6878 1.16 0.45 3.06 -0.3284
C -0.1073 2.0402 3.9274 0.73 0.34 -0.60 0.3513
C -1.0692 0.7863 4.0373 0.79 1.11 -0.94 -0.3022
C -1.4914 0.2255 2.6154 -1.24 -0.56 0.47 0.1296
O -2.3712 -0.6122 2.5360 1.06 0.86 0.28 -0.4802
C 0.6043 2.5597 5.1361 -0.06 0.14 0.02 -0.5560
N 1.4509 3.6265 5.1945 -2.28 -2.16 -2.92 -0.5904
C 1.5956 4.1549 3.9148 1.43 2.18 -1.33 0.3591
C 2.5074 5.3569 3.7746 -0.08 0.14 -1.84 -0.4138
H 7.0872 3.2520 1.8827 -0.25 1.13 -0.57 0.3344
H 7.7015 4.8480 1.2030 -0.87 -0.67 0.06 0.3255
H 6.4479 3.8308 0.2924 0.44 0.63 1.07 0.2702
H 5.8820 4.9699 3.1905 -0.17 -0.08 -1.16 0.2893
H 4.7331 4.1994 2.0288 0.70 0.98 -0.04 0.1628
H 3.2505 7.9668 1.6482 0.78 -0.58 0.73 0.3584
H 4.0295 7.7316 3.3197 -0.39 -0.53 -0.88 0.4039
H 2.3369 5.9698 0.2827 -0.31 -0.74 1.19 0.3249
H -0.0558 1.9336 0.3995 0.13 0.16 -0.31 0.1492
H -0.5711 -0.0665 4.5724 -0.53 0.88 -0.29 0.3713
H -1.9822 1.1384 4.5885 0.69 -0.73 -0.52 0.3107
H -1.0487 0.5790 1.6429 0.13 0.01 1.07 0.1095
H 0.4105 2.0218 6.1083 0.23 0.65 -1.16 0.3587
H 3.0213 5.7489 4.6929 -0.73 -0.57 -0.91 0.3436
C -3.5044 -3.9069 1.4790 -0.02 -0.34 -0.13 -0.9142
C -2.3946 -3.9456 2.5117 -0.14 0.82 -0.76 -0.1115
O -2.5706 -5.0271 3.4408 0.20 -0.84 0.19 -0.3051
S -2.2018 -6.5123 2.9637 -0.09 0.67 0.92 1.2239
C -2.2384 -7.2711 4.5587 -0.06 0.03 0.08 -1.0354
O -0.8534 -6.5252 2.4754 -0.41 -0.09 -0.33 -0.6867
O -3.2904 -7.0355 2.1843 0.71 0.48 0.78 -0.6060
H -3.4595 -4.7732 0.8172 -0.03 0.09 -0.02 0.2517
H -3.4249 -3.0088 0.8647 0.05 0.01 0.12 0.3784
H -4.4828 -3.9213 1.9634 0.07 0.09 0.00 0.3009
H -1.4125 -4.0029 2.0350 -0.01 -0.21 0.12 0.2935
H -2.4169 -3.0243 3.0944 0.02 -0.28 0.25 0.0994
H -1.4431 -6.8484 5.1690 -0.04 0.02 -0.08 0.3589
H -2.0800 -8.3404 4.4222 0.00 0.08 -0.11 0.3711
H -3.2131 -7.0944 5.0101 0.04 0.01 -0.07 0.3242
C -5.1213 -6.2536 -4.2802 -0.05 0.24 0.18 -0.9814
C -5.1715 -7.6944 -3.8071 -0.40 0.32 -0.67 -0.3678
O -4.3615 -7.9012 -2.6468 -0.02 -0.04 0.49 -0.2750
S -4.9207 -7.3958 -1.2224 0.79 -0.68 0.09 1.2295
C -3.7513 -8.2385 -0.2066 -0.29 -0.25 -0.13 -0.9505
O -6.2213 -7.9655 -1.0079 0.03 0.47 -0.21 -0.6726
O -4.6904 -5.9831 -1.1115 -0.41 -0.15 -0.06 -0.5935
H -5.5961 -5.5859 -3.5596 0.01 -0.05 -0.04 0.2899
H -5.6395 -6.1442 -5.2349 0.04 -0.09 0.01 0.3835
H -4.0876 -5.9217 -4.3966 -0.05 -0.08 -0.06 0.2599
H -6.2002 -8.0133 -3.6197 0.09 0.00 0.18 0.3279
H -4.7705 -8.3425 -4.5883 0.15 -0.11 0.28 0.2745
H -3.8927 -9.3121 -0.3226 -0.03 0.07 -0.15 0.4254
H -3.9336 -7.9410 0.8343 -0.10 -0.23 -0.93 0.4349
H -2.7470 -7.9427 -0.5053 -0.07 0.05 0.04 0.2837
C 3.2988 2.4783 -4.4396 0.26 0.18 -0.12 -0.9937
C 1.9544 2.5413 -5.1393 0.42 -0.80 0.31 -0.3249
O 1.5881 3.8862 -5.4680 -0.06 0.51 -0.47 -0.2348
S 2.2962 4.5850 -6.7300 -0.56 0.14 0.45 1.1845
C 1.2048 5.9691 -6.8543 -0.11 0.01 0.09 -0.9258
O 2.1199 3.7502 -7.8837 0.36 0.04 0.24 -0.6332
O 3.5899 5.0581 -6.3333 -0.10 -0.26 -0.32 -0.6010
H 4.1072 2.7669 -5.1135 -0.05 -0.04 0.01 0.3995
H 3.5003 1.4661 -4.0842 -0.12 0.03 0.01 0.3704
H 3.3247 3.1642 -3.5908 -0.06 -0.11 0.01 0.2165
H 1.9432 1.9106 -6.0320 -0.03 0.20 -0.07 0.3311
H 1.1824 2.1621 -4.4677 -0.14 0.30 -0.13 0.2134
H 0.2096 5.6125 -7.1122 0.07 -0.02 0.03 0.3107
H 1.5852 6.6227 -7.6384 0.08 -0.13 0.02 0.3684
H 1.1959 6.4967 -5.9022 0.03 -0.06 -0.04 0.3092
```
Forces are in eV/Å.

- Molar mass: 707.84 g/mol
- LUMO level: -1.436 eV
- HOMO energy: -8.95 eV

***

This record from the Open Molecules 2025 dataset describes a gas-phase ion, C8H16F2O5PS (charge +1). The level of theory is wB97M-V/def2-TZVPD.

The geometry in XYZ format:
```
33
Properties=species:S:1:pos:R:3:forces:R:3:mulliken_charge:R:1
C 2.1414 1.6880 -1.8496 0.08 0.02 0.02 -1.2693
C 1.0513 1.9942 -0.8357 -0.05 0.03 0.08 0.2898
F 0.4329 3.2038 -1.1188 -0.04 0.10 -0.02 -0.3290
P -0.3685 0.8447 -0.8079 -0.05 -0.10 0.20 0.8799
F -1.1178 1.1583 -2.1243 0.12 -0.04 -0.03 -0.3044
C 0.0227 -0.9081 -0.8601 0.14 -0.09 -0.05 -1.0097
C 1.4602 -1.4240 -0.6274 -0.03 -0.08 0.15 -1.0727
C 2.1353 -1.0739 0.7033 0.13 0.01 -0.08 -0.8797
S 1.1206 -1.5424 2.1099 -0.24 0.15 -0.09 1.2953
O 0.5265 -0.3291 2.5996 0.01 -0.08 -0.18 -0.5762
O 0.2796 -2.6304 1.7286 0.08 0.10 0.12 -0.6028
O 2.1324 -2.0951 3.1848 0.04 -0.14 -0.20 -0.4620
C -1.4240 1.3104 0.5542 -0.23 -0.09 -0.01 -0.7903
C -2.6150 0.3809 0.7424 0.20 -0.17 -0.22 -0.7111
O -3.3822 0.4578 -0.4611 -0.26 0.36 0.39 -0.2509
C -4.4104 -0.4585 -0.5289 -0.11 -0.01 -0.30 0.0922
O -4.2139 -1.6203 -0.6271 0.13 -0.41 0.18 -0.4019
H 1.8546 0.9368 -2.5853 -0.02 0.08 -0.04 0.3319
H 3.0586 1.3707 -1.3540 -0.06 -0.06 -0.02 0.3100
H 2.3577 2.6159 -2.3788 0.00 -0.03 0.00 0.4040
H 1.4224 2.0706 0.1915 0.11 -0.07 -0.04 0.4652
H -0.3070 -1.2261 -1.8551 0.01 0.03 0.02 0.5890
H -0.6545 -1.3963 -0.1556 -0.02 0.01 0.01 0.5448
H 2.1295 -1.1271 -1.4348 -0.07 0.08 0.02 0.4598
H 1.3816 -2.5109 -0.6765 -0.01 0.04 -0.03 0.4810
H 2.3384 -0.0089 0.8262 -0.03 -0.01 0.00 0.3583
H 3.0927 -1.5944 0.7654 -0.08 -0.09 -0.07 0.5944
H 3.0340 -1.7633 3.0710 -0.01 0.13 0.20 0.3723
H -0.8152 1.2966 1.4611 0.13 0.05 -0.01 0.4374
H -1.7593 2.3312 0.3462 0.06 -0.01 0.07 0.5073
H -2.3027 -0.6522 0.9128 0.03 0.02 0.10 0.4167
H -3.1947 0.7029 1.6106 -0.03 0.08 -0.09 0.4349
H -5.4071 -0.0016 -0.5267 0.09 0.18 -0.08 0.3955
```
Forces are in eV/Å.

- Net charge: +1
- Molar mass: 293.25 g/mol
- LUMO level: -3.135 eV
- HOMO energy: -14.04 eV